(1)
ORCA calculation (ωB97M-V/def2-TZVPD) on a molecular structure, C4H10NO2S.

Element x y z (Å)
1 C 0.1241 -0.2845 0.2437
2 C -0.8965 1.9563 -0.1948
3 C -0.0095 -1.7096 0.7690
4 C -1.0056 0.5562 -0.0881
5 N -2.2558 0.0437 -0.0749
6 O 1.8281 1.6091 0.3144
7 O 2.6653 -0.9068 -1.1666
8 S 1.6871 0.2099 0.5764
9 H -1.0875 2.2778 0.8327
10 H -0.0291 2.3383 -0.5536
11 H -1.7685 2.3807 -0.7222
12 H -0.2878 -2.5716 0.1982
13 H 0.9292 -1.8029 1.2411
14 H -0.8362 -1.6741 1.5559
15 H -3.0724 0.5206 -0.2584
16 H -2.3320 -0.8813 0.3383
17 H 2.9864 -0.5679 -2.0381
18 H 3.3608 -1.4941 -0.9729

Calculated values
- DFT total energy (eV) = -20721.837
- HOMO level (hartree) = -0.496
- LUMO level (eV) = -5.31
- net charge = +1
- ΔE to the lowest compared entry with this formula, charge and spin (kJ/mol) = 210.0



(2)
ORCA calculation (ωB97M-V/def2-TZVPD) on a molecular structure, C4H8F3HoO5S.

Element x y z (Å)
1 O 1.2118 -0.2372 -0.0920
2 O 1.6258 -0.1489 2.0884
3 C 0.5927 0.2615 2.8746
4 O 0.3346 1.6381 2.4843
5 C -0.7961 2.2923 3.0271
6 Ho 1.9251 1.7235 0.8181
7 H 0.8365 0.2579 3.9515
8 H -0.3313 -0.3063 2.6611
9 H -0.8608 3.2845 2.5706
10 H -1.7045 1.7234 2.7843
11 H -0.6393 2.4117 4.1083
12 S 0.0331 -0.7914 -1.5499
13 O -1.2084 -1.1127 -0.8629
14 O 0.5537 -1.7750 -2.6720
15 C -0.2749 0.7406 -2.5856
16 F -1.3630 1.3531 -2.1902
17 F 0.7391 1.5972 -2.4048
18 F -0.3479 0.4856 -3.8676
19 C 0.0098 -3.1160 -2.7593
20 H 0.5596 -3.5933 -3.5727
21 H -1.0527 -3.0889 -3.0240
22 H 0.1569 -3.5998 -1.7873

Calculated values
- multiplicity = 5
- DFT total energy (eV) = -59278.992
- HOMO level (spin up / spin down) (hartree) = -0.611 / -0.612
- LUMO level (spin up / spin down) (eV) = -9.44 / -9.79
- net charge = +2
- ΔE to the lowest compared entry with this formula, charge and spin (kJ/mol) = 401.3



(3)
ORCA calculation (ωB97M-V/def2-TZVPD) on C5H10O in the gas phase.

Element x y z (Å)
1 C -1.6047 0.6872 -0.7817
2 C -0.4809 -0.1836 -0.2305
3 C -0.6999 -0.5009 1.2578
4 C 0.8752 0.4913 -0.4284
5 O 0.9630 1.6492 -0.7794
6 C 2.1121 -0.3422 -0.1562
7 H -1.4436 0.9164 -1.8389
8 H -1.6504 1.6390 -0.2430
9 H -2.5700 0.1802 -0.6778
10 H -0.4511 -1.1391 -0.7763
11 H -0.6433 0.4139 1.8592
12 H 0.0348 -1.2133 1.6479
13 H -1.6942 -0.9357 1.4052
14 H 2.1424 -0.6612 0.8916
15 H 2.1087 -1.2500 -0.7707
16 H 3.0021 0.2487 -0.3788

Calculated values
- DFT total energy (eV) = -7394.759
- HOMO level (hartree) = -0.351
- LUMO level (eV) = 0.98
- net charge = 0
- ΔE to the lowest compared entry with this formula, charge and spin (kJ/mol) = 0.6



(4)
ORCA calculation (ωB97M-V/def2-TZVPD) on a molecular structure, C8H4FeNO5S.

Element x y z (Å)
1 O -0.0914 3.2770 -3.1298
2 C -0.0009 2.3771 -2.4373
3 Fe 0.0529 0.4888 -0.5677
4 O -0.1132 3.1788 0.7892
5 C -0.0996 2.1585 0.2360
6 C -0.5808 -0.9036 -1.6900
7 O -0.6667 -2.0835 -1.9077
8 C 1.8582 0.5452 -0.8488
9 O 2.9312 0.4788 -1.2932
10 C -1.7716 0.0809 -1.0008
11 O -2.9095 -0.0376 -1.2844
12 H 0.2508 0.0234 -2.1514
13 S -0.6848 -2.4668 2.5217
14 C 0.7198 -1.4749 2.8885
15 C 0.8789 -0.5063 1.9265
16 N -0.0427 -0.6061 0.8811
17 C -0.9469 -1.5792 1.0724
18 H 1.3977 -1.5260 3.7362
19 H 1.6085 0.2993 1.8703
20 H -1.7902 -1.7240 0.3894

Calculated values
- multiplicity = 6
- DFT total energy (eV) = -65283.946
- HOMO level (spin up / spin down) (hartree) = -0.569 / -0.657
- LUMO level (spin up / spin down) (eV) = -9.54 / -13.41
- net charge = +2
- ΔE to the lowest compared entry with this formula, charge and spin (kJ/mol) = 110.4



(5)
ORCA calculation (ωB97M-V/def2-TZVPD) on a molecular structure, C12H13ClO2W.

Element x y z (Å)
1 C 1.3147 -1.4768 1.5316
2 C 1.3657 -1.7679 0.1157
3 C 0.0387 -1.5672 -0.4287
4 H 2.2090 -2.2318 -0.4110
5 C -0.8536 -1.3519 0.7028
6 C -0.0077 -1.1102 1.8452
7 H -0.3254 -0.7787 2.8285
8 H 2.1237 -1.5299 2.2422
9 H -0.2566 -1.7497 -1.4430
10 H -1.9006 -1.6752 0.7384
11 W 0.7430 0.3583 0.0485
12 Cl 2.4559 1.2453 1.3064
13 C 0.8378 1.9174 -1.5845
14 C -0.4141 1.2977 -1.9967
15 C -0.0941 0.0664 -2.6263
16 H -1.3492 1.8311 -2.0290
17 C 1.3161 -0.0216 -2.7583
18 C 1.8931 1.1034 -2.1407
19 H 2.9326 1.3949 -2.1615
20 H 0.9081 2.8804 -1.0976
21 H -0.8218 -0.6580 -2.9610
22 H 1.8435 -0.7838 -3.3143
23 C -1.9530 0.7207 2.8584
24 O -2.2959 0.8448 1.4587
25 C -1.6744 0.4830 0.3129
26 O -2.3946 0.3332 -0.6847
27 H -2.4287 1.5878 3.3271
28 H -0.8826 0.8603 3.0580
29 H -2.3295 -0.2222 3.2629

Calculated values
- multiplicity = 3
- DFT total energy (eV) = -31092.967
- HOMO level (spin up / spin down) (hartree) = -0.224 / -0.308
- LUMO level (spin up / spin down) (eV) = -0.01 / -0.30
- net charge = 0



(6)
ORCA calculation (ωB97M-V/def2-TZVPD) on C5H8O2 in the gas phase.

Element x y z (Å)
1 C 0.7198 -1.7399 -0.5676
2 C -0.3732 -0.6802 -0.3280
3 O -1.4030 -0.5091 0.7685
4 C -1.2398 0.9089 0.6990
5 C 0.0574 1.2020 1.3464
6 C 0.0699 0.7303 -0.0802
7 O 0.9046 1.4275 -0.9315
8 H 1.7127 -1.4154 -0.2313
9 H 0.4978 -2.7189 -0.1455
10 H 0.7991 -1.8886 -1.6597
11 H -1.0769 -0.7641 -1.1571
12 H -2.0949 1.5626 0.5439
13 H 0.3174 2.2601 1.3653
14 H 0.3708 0.6123 2.2024
15 H 0.7108 1.1866 -1.8444

Calculated values
- DFT total energy (eV) = -9406.570
- HOMO level (hartree) = -0.329
- LUMO level (eV) = 0.81
- net charge = 0
- ΔE to the lowest compared entry with this formula, charge and spin (kJ/mol) = 314.7



(7)
ORCA calculation (ωB97M-V/def2-TZVPD) on a molecular structure, C23H41HfN3O4P2.

Element x y z (Å)
1 Hf 0.0951 -0.2540 -0.5850
2 P 2.5833 -0.2736 -2.5790
3 P -2.5105 0.9213 -0.5116
4 N -0.4400 0.1588 -2.4321
5 H 0.6724 -1.8047 -1.1675
6 C 3.2117 -2.0018 -2.7145
7 H 4.1981 -1.9962 -3.1996
8 H 2.4991 -2.5848 -3.3109
9 H 3.2835 -2.4490 -1.7166
10 C 4.1656 0.5431 -2.1389
11 H 4.9351 0.2396 -2.8640
12 H 4.4825 0.2750 -1.1238
13 H 4.0163 1.6295 -2.1914
14 C 2.5921 0.1648 -4.3635
15 H 3.6017 0.0145 -4.7740
16 H 2.3067 1.2196 -4.4655
17 H 1.8678 -0.4539 -4.9067
18 C -3.6313 -0.3919 0.1093
19 H -4.5918 0.0441 0.4109
20 H -3.1787 -0.9180 0.9567
21 H -3.8089 -1.1222 -0.6896
22 C -2.8807 2.2988 0.6343
23 H -3.9638 2.3848 0.8065
24 H -2.5361 3.2343 0.1757
25 H -2.3261 2.1611 1.5716
26 C -3.4700 1.4476 -1.9852
27 H -4.5008 1.7019 -1.7001
28 H -3.4931 0.6550 -2.7420
29 H -3.0034 2.3305 -2.4360
30 C -0.8149 0.2821 -3.7004
31 C -1.6397 -0.7492 -5.7676
32 C -1.1525 -0.8772 -4.4746
33 C -0.9051 1.5624 -4.3455
34 C -1.3941 1.6723 -5.6399
35 C -1.7741 0.5215 -6.3495
36 H -1.9175 -1.6515 -6.3187
37 H -1.0304 -1.8429 -3.9798
38 H -0.5969 2.4309 -3.7602
39 H -1.4838 2.6640 -6.0940
40 H -2.1758 0.6121 -7.3614
41 C 2.8850 -0.5135 0.9935
42 O 1.8922 -0.0229 0.3479
43 C 3.2413 -1.9469 0.9125
44 H 3.3612 -2.3612 1.9292
45 H 4.2048 -2.0774 0.3858
46 H 2.4715 -2.5274 0.3862
47 C 3.6744 0.3780 1.8547
48 H 3.6172 0.0490 2.9051
49 H 3.3173 1.4129 1.7666
50 H 4.7312 0.3107 1.5621
51 C -3.1690 0.2351 3.9651
52 C -1.8698 0.5999 4.6584
53 C -0.6667 -0.1883 4.0753
54 C 0.6149 0.0439 4.8979
55 C 1.1100 1.4802 5.0362
56 C -1.0081 -1.6894 4.1820
57 O -1.4737 -2.1997 5.1896
58 N -0.7387 -2.4795 3.0747
59 C -0.5611 -2.0156 1.7804
60 O -0.3721 -2.7760 0.8166
61 N -0.5933 -0.6631 1.5998
62 C -0.4304 0.2352 2.6141
63 O -0.0924 1.3900 2.3089
64 H -3.0090 0.0480 2.8933
65 H -3.8969 1.0445 4.0728
66 H -3.6003 -0.6752 4.4050
67 H -1.6401 1.6669 4.5523
68 H -1.9403 0.3690 5.7325
69 H 0.4268 -0.3548 5.9109
70 H 1.3990 -0.6005 4.4689
71 H 0.2979 2.2127 4.9844
72 H 1.5825 1.5643 6.0179
73 H 1.8598 1.7238 4.2742
74 H -0.9161 -3.4713 3.1691

Calculated values
- DFT total energy (eV) = -57062.497
- HOMO level (hartree) = -0.208
- LUMO level (eV) = -0.99
- net charge = 0
- ΔE to the lowest compared entry with this formula, charge and spin (kJ/mol) = 0.0



(8)
ORCA calculation (ωB97M-V/def2-TZVPD) on 2 unconnected molecules or ions with the total composition CH3Cl2FSi.

Element x y z (Å)
1 C -0.9897 -0.1024 -0.1845
2 F 0.9451 0.4342 2.0773
3 Si 0.7908 0.2193 -0.1946
4 Cl 1.8092 1.8308 -0.7168
5 Cl 1.6736 -1.4734 -0.6479
6 H -1.8080 0.5782 -0.4143
7 H -1.0392 -1.0890 -0.7346
8 H -1.3818 -0.3978 0.8156

Calculated values
- DFT total energy (eV) = -36727.728
- HOMO level (hartree) = -0.406
- LUMO level (eV) = 0.17
- net charge = 0
- ΔE to the lowest compared entry with this formula, charge and spin (kJ/mol) = 307.1



(9)
ORCA calculation (ωB97M-V/def2-TZVPD) on a gas-phase ion, C2H4NO2 (charge +1).

Element x y z (Å)
1 C 2.2742 -0.4714 -0.0379
2 C 0.9481 0.3187 0.0216
3 N -1.3177 -0.0407 -0.0307
4 O 3.2918 0.1800 0.0059
5 O -0.0391 -0.4383 0.0323
6 H 2.2296 -1.5612 -0.1720
7 H 0.9061 1.4001 0.2715
8 H -1.7064 0.9405 -0.0528
9 H -1.7942 -0.9651 0.0499

Calculated values
- DFT total energy (eV) = -7711.845
- HOMO level (hartree) = -0.586
- LUMO level (eV) = -7.08
- net charge = +1
- ΔE to the lowest compared entry with this formula, charge and spin (kJ/mol) = 396.7



(10)
ORCA calculation (ωB97M-V/def2-TZVPD) on 2 unconnected molecules or ions with the total composition C4H8ClF.

Element x y z (Å)
1 C 0.7538 -0.6228 1.6123
2 C -0.7571 0.2916 -1.8733
3 C 0.4379 0.2696 0.4183
4 C -0.2138 -0.4472 -0.7095
5 F -0.8578 -1.5554 -0.4009
6 Cl 1.7893 -1.4480 -1.8654
7 H 1.3774 -1.4552 1.2945
8 H -0.1575 -1.0208 2.0514
9 H 1.2871 -0.0537 2.3682
10 H -1.7454 0.6857 -1.6144
11 H -0.0994 1.1132 -2.1367
12 H -0.8723 -0.3683 -2.7307
13 H -0.2427 1.0761 0.7248
14 H 1.3479 0.7439 0.0493

Calculated values
- DFT total energy (eV) = -19516.824
- HOMO level (hartree) = -0.352
- LUMO level (eV) = -0.69
- net charge = 0
- ΔE to the lowest compared entry with this formula, charge and spin (kJ/mol) = 116.2



(11)
ORCA calculation (ωB97M-V/def2-TZVPD) on a gas-phase ion, C4H3BrN (charge +1).

Element x y z (Å)
1 C -0.9415 0.3091 -0.0352
2 C 0.2620 0.9410 -0.0055
3 C -0.8303 -1.1707 0.1222
4 C 1.4111 0.1848 0.0953
5 N 0.2773 -1.7020 -0.0305
6 Br 3.2098 0.4009 -0.0172
7 H -1.8593 0.6666 -0.2453
8 H 0.1517 2.0905 -0.1084
9 H -1.6807 -1.7203 0.2246

Calculated values
- DFT total energy (eV) = -75715.830
- HOMO level (spin up / spin down) (hartree) = -0.545 / -0.554
- LUMO level (spin up / spin down) (eV) = -7.83 / -7.77
- net charge = +1
- ΔE to the lowest compared entry with this formula, charge and spin (kJ/mol) = 207.1



(12)
ORCA calculation (ωB97M-V/def2-TZVPD) on C3H4N4O in the gas phase.

Element x y z (Å)
1 C 0.9638 -0.4611 0.3188
2 C 0.5728 -0.3590 -1.0418
3 C -0.6265 0.4362 -1.2131
4 H -0.3831 -0.1773 3.1281
5 H 1.7747 -0.9752 0.7730
6 H 1.1649 -0.9794 -1.8179
7 H -0.6695 0.5942 -2.9428
8 N 0.2746 0.1388 1.3875
9 N -1.3486 0.7051 -2.1540
10 N -1.1126 0.8329 -0.1412
11 N -0.8435 0.8414 1.1156
12 O 0.2328 -0.5967 2.5879

Calculated values
- DFT total energy (eV) = -11177.001
- HOMO level (hartree) = -0.317
- LUMO level (eV) = -0.42
- net charge = 0
- ΔE to the lowest compared entry with this formula, charge and spin (kJ/mol) = 672.3